Entry 1:
Entry from OMol25: an isolated ion of composition C16H35NO6PS and charge +1 at a distorted geometry (ωB97M-V with the def2-TZVPD basis set).

HOMO (eV): -12.47
Multiplicity: 1
Calculated total energy (a.u.): -1875.82898
Gap between HOMO and LUMO (eV): 9.885
Charge: +1

Each line ends with the natural charge from an NBO analysis.
Cartesian coordinates (Å):
C (6.0843, -0.9524, 1.9756)  -0.651
C (5.5380, -0.3261, 0.5241)  -0.109
O (4.1286, 0.0282, 0.7515)  -0.794
P (3.4162, 0.7304, -0.7168)  2.204
O (3.4579, -0.4155, -1.8043)  -1.070
C (1.6701, 1.3182, -0.2182)  -0.802
C (0.4845, 0.9813, -1.3090)  -0.451
C (0.1006, -0.5938, -1.4643)  -0.251
N (-1.0821, -1.0587, -0.5878)  -0.313
C (-2.3759, -0.4170, -1.0383)  -0.236
C (-3.6969, -0.7910, -0.1426)  -0.432
C (-5.0650, 0.0599, -0.5923)  -0.440
C (-6.0276, 0.2880, 0.7525)  -0.615
S (-7.0445, 1.8965, 0.6398)  2.060
O (-7.9318, 1.9133, 1.9448)  -0.846
O (-6.1342, 3.1793, 0.7658)  -0.848
O (-8.0379, 1.9098, -0.7525)  -0.805
C (-0.7400, -0.8432, 0.8772)  -0.265
C (0.6217, -1.6861, 1.3596)  -0.443
C (0.6218, -3.2529, 0.8161)  -0.420
C (-0.9021, -3.5657, 0.3010)  -0.442
C (-1.2158, -2.5549, -0.9462)  -0.241
O (4.4238, 2.0411, -1.3655)  -0.746
C (4.7832, 2.9934, -0.3041)  -0.126
C (3.8813, 4.3624, -0.4883)  -0.668
H (5.1100, -1.2280, 2.6077)  0.220
H (6.6453, -0.1311, 2.6279)  0.225
H (6.6937, -1.9437, 1.8449)  0.234
H (6.1879, 0.6428, 0.3504)  0.196
H (5.6968, -1.1594, -0.2923)  0.224
H (1.4519, 0.9600, 0.8736)  0.262
H (1.7244, 2.5098, -0.1612)  0.281
H (-0.4009, 1.7093, -1.0772)  0.241
H (0.9172, 1.3297, -2.3662)  0.275
H (1.0397, -1.2931, -1.3690)  0.298
H (-0.2914, -0.7415, -2.5825)  0.248
H (-2.5962, -0.8241, -2.1388)  0.244
H (-2.3496, 0.7488, -1.1343)  0.251
H (-3.5839, -0.5858, 1.0138)  0.227
H (-3.9546, -1.9362, -0.2829)  0.226
H (-5.6642, -0.6018, -1.3549)  0.234
H (-4.7146, 1.0956, -1.0090)  0.239
H (-6.7528, -0.6401, 0.9409)  0.278
H (-5.3982, 0.3995, 1.7467)  0.277
H (-7.5470, 1.4189, -1.4752)  0.496
H (-0.6071, 0.3092, 1.1599)  0.259
H (-1.5915, -1.2219, 1.6239)  0.254
H (1.6170, -1.2097, 0.9706)  0.244
H (0.5389, -1.7395, 2.5386)  0.251
H (1.3053, -3.2361, -0.1626)  0.213
H (1.0552, -4.0225, 1.5852)  0.259
H (-0.8838, -4.6749, -0.1384)  0.262
H (-1.7217, -3.4497, 1.1606)  0.225
H (-2.2675, -2.8359, -1.3719)  0.249
H (-0.4358, -2.8369, -1.8053)  0.255
H (5.9093, 3.3228, -0.5244)  0.212
H (4.7865, 2.5548, 0.7805)  0.204
H (3.0562, 4.3333, 0.3446)  0.206
H (4.6348, 5.2712, -0.3138)  0.241
H (3.4325, 4.4619, -1.5874)  0.241

***

Entry 2:
Entry from OMol25: a 2-piece molecular cluster, C26H33N2O overall at a distorted geometry (ωB97M-V with the def2-TZVPD basis set).

HOMO (eV): -10.89
Multiplicity: 1
Calculated total energy (a.u.): -1195.03979
Energy relative to the best compared isomer or geometry (same formula, charge and spin) (eV): 0.170
Gap between HOMO and LUMO (eV): 5.093
Charge: +1

Each line ends with the natural charge from an NBO analysis.
Cartesian coordinates (Å):
C (0.6648, -3.4008, 4.1504)  -0.414
N (-0.1120, -2.2220, 3.8384)  -0.457
C (0.2927, -0.8403, 4.0002)  0.161
C (1.6764, -0.3390, 3.4725)  -0.074
C (1.7475, -0.6619, 1.9837)  -0.608
C (2.7993, -0.9882, 4.2694)  -0.612
C (1.6873, 1.1693, 3.7159)  -0.609
N (-0.7704, -0.1392, 3.3115)  -0.646
C (-1.9864, -0.8841, 3.5252)  -0.136
C (-3.0401, -0.6592, 2.4426)  -0.440
C (-3.5436, 0.7713, 2.4104)  0.076
C (-4.6452, 1.1343, 3.1941)  -0.245
C (-5.1175, 2.4522, 3.1809)  -0.195
C (-4.4763, 3.4141, 2.3896)  -0.226
C (-3.3716, 3.0575, 1.6081)  -0.200
C (-2.9054, 1.7360, 1.6156)  -0.267
C (-1.4641, -2.3120, 3.5726)  0.693
O (-2.0995, -3.3340, 3.3457)  -0.600
H (0.0012, -4.2740, 4.1423)  0.253
H (1.4419, -3.5668, 3.3922)  0.189
H (1.1479, -3.3126, 5.1346)  0.201
H (0.2624, -0.5959, 5.0885)  0.149
H (0.9431, -0.1382, 1.4509)  0.225
H (2.7039, -0.3381, 1.5571)  0.174
H (1.6314, -1.7398, 1.8024)  0.224
H (2.6521, -0.8214, 5.3465)  0.220
H (2.8771, -2.0665, 4.0900)  0.220
H (3.7661, -0.5420, 3.9982)  0.205
H (1.5864, 1.3840, 4.7888)  0.224
H (2.6187, 1.6256, 3.3581)  0.200
H (0.8598, 1.6586, 3.1900)  0.209
H (-0.8732, 0.8362, 3.5851)  0.383
H (-2.4244, -0.6357, 4.5247)  0.192
H (-2.5938, -0.9148, 1.4694)  0.219
H (-3.8807, -1.3355, 2.6654)  0.241
H (-5.1308, 0.3630, 3.8002)  0.219
H (-5.9836, 2.7145, 3.7895)  0.223
H (-4.8339, 4.4455, 2.3939)  0.219
H (-2.8642, 3.8011, 0.9883)  0.205
H (-2.0557, 1.4350, 0.9950)  0.206
C (2.7899, 1.1800, -1.2162)  -0.498
C (3.9618, 0.1890, -0.8601)  -0.480
C (4.6714, 0.8857, 0.2646)  0.091
C (4.0610, 2.0902, 0.5781)  -0.312
C (2.9442, 2.3220, -0.2607)  0.302
C (2.2567, 3.5701, -0.3921)  -0.098
C (2.5730, 4.6689, 0.4528)  -0.121
C (1.9430, 5.8990, 0.2853)  -0.219
C (0.9712, 6.0681, -0.7113)  -0.095
C (0.6679, 5.0063, -1.5761)  -0.218
C (1.2899, 3.7707, -1.4191)  -0.127
H (2.8963, 1.4990, -2.2645)  0.271
H (1.7963, 0.7091, -1.1323)  0.280
H (3.5837, -0.8023, -0.5684)  0.273
H (4.6022, 0.0498, -1.7459)  0.269
H (5.5856, 0.5002, 0.7128)  0.246
H (4.3979, 2.7912, 1.3385)  0.250
H (3.3357, 4.5496, 1.2270)  0.223
H (2.2116, 6.7342, 0.9361)  0.244
H (0.4724, 7.0330, -0.8326)  0.243
H (-0.0554, 5.1416, -2.3823)  0.245
H (1.0601, 2.9464, -2.0988)  0.228

***

- Among the records above, which one has the lowest calculated total energy?
  C16H35NO6PS